148
Properties=species:S:1:pos:R:3:forces:R:3 method="wB97M-V/def2-TZVPD" max_force_ev_per_a=1.9 e_tot_ha=-2907.42004 total_charge=0 lumo_energy_ha=0.0166 e_homo_ev=-9.19 de_lowest_kj_mol=0.0 orbital_gap_ev=9.65
C -0.0042 1.6995 0.1313 -1.403 -0.140 -0.759
N 0.9872 0.9278 0.7917 0.330 -1.321 0.404
C 0.8933 -0.4280 1.0162 -0.625 0.300 0.443
C 2.0671 -1.0046 1.7649 0.199 -0.736 -0.684
O -0.0792 -1.1264 0.7162 0.697 1.004 -0.068
H -0.9687 1.1840 0.2306 0.136 0.047 0.177
H 0.1465 1.7703 -0.9526 0.267 0.317 0.167
H -0.1207 2.6827 0.5838 0.188 0.103 -0.060
H 1.8347 1.3787 1.0809 0.198 -0.058 0.021
H 2.2090 -0.6016 2.7579 -0.092 0.238 0.112
H 2.9919 -0.8396 1.2057 0.017 0.101 0.146
H 1.9019 -2.0795 1.8234 0.005 0.055 0.058
C -7.4189 2.9949 -2.3224 0.042 1.029 0.473
N -6.1595 2.5932 -1.7373 0.355 0.090 0.657
C -5.2016 1.9874 -2.4630 0.196 -0.267 -1.167
C -3.8983 1.7647 -1.7283 0.076 0.189 0.257
O -5.3262 1.6497 -3.6460 0.042 0.332 1.082
H -7.4836 4.0955 -2.3729 0.094 -0.217 -0.020
H -8.2611 2.6864 -1.7020 -0.005 -0.329 -0.221
H -7.4655 2.6367 -3.3415 -0.125 -0.354 -0.014
H -5.8701 2.8742 -0.7847 -0.700 -0.137 -0.789
H -3.6052 0.7327 -1.9049 0.243 0.026 0.055
H -3.9488 1.9708 -0.6537 -0.218 -0.238 -0.088
H -3.1479 2.4648 -2.1053 -0.014 -0.267 -0.280
C 2.9934 -4.3723 3.6478 0.355 -0.703 0.512
N 2.3757 -5.0872 4.7661 0.076 0.439 -0.380
C 3.0549 -5.3700 5.9009 1.246 0.329 -0.337
C 2.3005 -6.1127 6.9309 -1.515 -0.710 0.158
O 4.2339 -5.0624 6.0619 -0.551 0.066 -0.184
H 3.7287 -3.6873 4.0605 -0.124 0.156 0.056
H 2.2423 -3.8424 3.0766 -0.101 0.017 -0.055
H 3.5517 -5.0608 3.0087 -0.182 0.107 -0.163
H 1.4543 -5.4630 4.6530 -0.148 0.009 -0.008
H 1.2850 -5.7103 7.0634 0.320 0.149 0.103
H 2.8216 -6.1227 7.8714 0.217 -0.001 0.223
H 2.1082 -7.1406 6.5941 0.349 0.075 0.098
C -5.0292 2.4900 1.9482 0.046 0.155 -0.225
O -5.4094 3.4300 0.9670 -0.425 0.194 0.119
C -4.6443 4.6107 1.0160 0.677 0.055 -0.203
C -5.1563 5.6623 0.0579 0.921 0.099 -0.732
O -6.1937 6.4450 0.5429 0.571 0.722 0.166
C -7.3850 5.7790 0.7781 -0.690 -0.506 -0.241
H -5.6075 1.6080 1.7041 0.130 -0.309 0.266
H -5.2534 2.8338 2.9632 -0.075 0.052 -0.065
H -3.9516 2.3095 1.8737 0.000 -0.260 0.067
H -3.6066 4.3425 0.7400 -0.125 0.210 0.085
H -4.6238 5.0356 2.0249 -0.069 -0.063 0.102
H -5.3547 5.2349 -0.9414 -0.355 -0.197 0.268
H -4.3338 6.3607 -0.1398 -0.037 -0.065 0.241
H -7.2402 4.8400 1.3140 -0.076 0.072 0.184
H -7.8770 5.5377 -0.1724 -0.153 -0.008 0.008
H -8.0020 6.4608 1.3483 -0.275 -0.020 0.104
C -4.4378 -0.9675 0.9216 0.460 1.172 0.719
O -4.2584 -1.6596 -0.2574 0.433 -0.450 -0.793
C -3.1181 -2.4929 -0.3641 -0.147 -1.106 0.112
C -3.3043 -3.3972 -1.5795 -0.612 0.668 -0.287
O -4.6256 -3.9184 -1.5888 0.605 0.721 0.680
C -4.7820 -4.8644 -2.5832 0.079 -0.200 -0.754
H -4.4037 -1.5903 1.8271 -0.118 -0.118 -0.197
H -5.3916 -0.4391 0.8516 -0.130 -0.387 0.034
H -3.6998 -0.1464 1.0684 0.060 -0.450 -0.121
H -3.0172 -3.1857 0.4993 -0.164 0.649 0.018
H -2.1660 -1.9623 -0.5029 -0.240 0.224 0.362
H -2.5866 -4.2320 -1.5543 0.113 0.265 -0.001
H -3.1386 -2.7832 -2.4936 -0.090 -0.450 0.197
H -4.5008 -4.4618 -3.5718 0.055 -0.088 0.118
H -5.8369 -5.1103 -2.6359 -0.073 -0.306 0.099
H -4.1562 -5.7418 -2.3705 -0.207 -0.157 -0.175
C 2.5845 -0.5073 -7.0408 0.784 -0.528 -0.462
O 1.5333 -0.3766 -6.1501 -0.247 0.024 0.477
C 0.8123 -1.5638 -5.9809 0.215 -0.507 -0.720
C -0.1526 -1.3812 -4.8892 -1.641 0.517 0.252
O 0.4509 -1.1200 -3.6630 0.534 0.043 0.230
C -0.4952 -0.9213 -2.6589 -0.950 -0.298 0.991
H 3.1986 -1.4069 -6.8393 -0.200 0.220 0.117
H 3.2264 0.3563 -6.8995 0.013 0.175 -0.311
H 2.2322 -0.6141 -8.0785 0.077 0.275 0.061
H 1.4841 -2.4153 -5.7912 0.018 0.138 -0.016
H 0.2124 -1.7847 -6.8850 0.281 -0.086 0.074
H -0.8383 -2.2421 -4.8269 0.202 -0.078 -0.001
H -0.7915 -0.5157 -5.1578 0.054 -0.205 0.043
H -0.0744 -0.4247 -1.7888 0.416 0.068 -0.180
H -0.8951 -1.8749 -2.2635 0.161 0.094 -0.345
H -1.3751 -0.3280 -2.9647 0.311 -0.029 -0.282
C 4.1082 2.3321 2.7319 -0.780 1.252 -0.202
O 4.1239 0.9459 2.8488 0.225 0.485 -1.122
C 4.9050 0.5434 3.9225 -0.772 0.398 1.622
C 5.2965 -0.8848 3.7793 -0.025 0.093 0.848
O 5.8761 -1.1018 2.5541 0.225 0.055 -0.565
C 6.1780 -2.4618 2.4025 0.379 0.032 -0.713
H 3.5943 2.6275 1.8036 0.131 -0.340 0.135
H 5.0987 2.8085 2.6841 0.017 -0.382 0.123
H 3.5301 2.8228 3.5458 0.504 -0.472 -0.192
H 4.2397 0.6218 4.8030 0.405 -0.129 0.270
H 5.7305 1.2310 4.1370 0.242 -0.147 -0.481
H 4.3918 -1.5005 3.9095 0.197 -0.122 0.008
H 6.0339 -1.1216 4.5598 -0.338 -0.136 0.310
H 5.3060 -3.0800 2.6052 -0.051 -0.168 -0.131
H 7.0101 -2.7949 3.0378 -0.071 0.133 0.059
H 6.4711 -2.5233 1.3572 0.050 -0.559 -0.027
C 2.2012 4.1348 -6.6955 -0.271 -0.099 0.166
O 1.9042 3.3756 -5.5437 0.630 0.564 -0.064
C 0.6607 2.7748 -5.6427 -0.736 -0.793 0.353
C 0.3465 2.0524 -4.3344 -0.173 -0.534 -1.030
O 0.5177 2.8014 -3.1764 -0.361 0.576 0.558
C -0.4241 3.8663 -3.0812 0.122 -0.603 0.275
H 1.3831 4.8412 -6.9020 0.122 -0.070 -0.088
H 2.3372 3.4759 -7.5623 0.039 0.139 -0.047
H 3.1038 4.6990 -6.4933 0.188 -0.003 -0.058
H 0.6741 1.9598 -6.3870 -0.178 0.349 -0.168
H -0.1192 3.5085 -5.8990 0.093 -0.020 -0.088
H 0.9941 1.1797 -4.3094 0.179 0.094 0.424
H -0.6864 1.6567 -4.4194 0.127 0.210 0.097
H -1.4527 3.4715 -3.1451 0.198 0.159 -0.240
H -0.2436 4.6192 -3.8499 -0.116 0.070 0.022
H -0.3148 4.3036 -2.0892 0.144 0.109 -0.071
C 1.8726 -3.4099 -1.5740 0.640 0.815 -1.149
O 2.8061 -4.3103 -1.0706 0.089 -0.485 0.885
C 4.0070 -3.6596 -0.7622 -0.121 0.895 -1.082
C 5.0536 -4.6466 -0.4389 0.429 -0.946 1.009
O 4.9616 -5.1186 0.9321 0.060 0.921 -1.309
C 5.9081 -6.1108 1.1927 -0.268 -0.729 1.168
H 1.8181 -2.4973 -0.9685 -0.475 -0.218 0.216
H 0.9312 -3.9167 -1.7182 -0.335 0.025 0.238
H 2.2396 -3.0656 -2.5601 -0.340 0.005 0.071
H 3.8734 -2.8522 -0.0219 0.020 -0.383 0.153
H 4.3803 -3.1441 -1.6814 -0.248 -0.096 0.287
H 6.0298 -4.1729 -0.6414 -0.044 -0.344 0.298
H 4.9078 -5.5089 -1.1145 0.252 0.236 0.136
H 5.7568 -6.4129 2.2393 -0.012 0.093 -0.172
H 6.9505 -5.7726 1.1483 -0.080 0.024 -0.504
H 5.7033 -7.0138 0.6014 0.406 0.184 -0.231
C -0.6089 0.1537 4.3515 0.224 0.111 0.267
O -0.6250 1.4782 4.8839 -0.120 -0.547 -0.203
C 0.0867 2.3805 4.0834 -0.274 -0.205 -0.569
C 0.0470 3.7167 4.7488 0.356 0.730 1.720
O 0.4148 4.7885 3.9151 -0.473 0.097 0.061
C 1.6801 4.6389 3.3384 0.119 -0.148 -0.146
H -0.7237 -0.5185 5.2021 -0.051 -0.051 -0.118
H 0.3560 -0.0471 3.8658 -0.161 -0.034 0.111
H -1.4066 -0.0438 3.6219 0.076 0.284 0.091
H -0.3689 2.4814 3.0807 0.100 -0.156 0.088
H 1.1247 2.0332 3.9626 -0.068 -0.002 -0.124
H 0.6800 3.7085 5.6683 0.166 -0.108 -0.559
H -0.9255 3.9423 5.1964 -0.215 -0.113 -0.667
H 2.4063 4.2469 4.0640 -0.129 0.197 -0.050
H 2.0024 5.6172 2.9974 0.069 0.104 -0.045
H 1.6427 3.9619 2.4703 0.103 0.059 0.144